(1)
# C40H61N5O8S3TeW

A structure of composition C40H61N5O8S3TeW at a distorted geometry (wB97M-V/def2-TZVPD, OMol25).

The geometry in XYZ format:
```
119
Properties=species:S:1:pos:R:3
W -0.57680 -0.34865 1.35344
O -1.20462 -4.00297 -0.54454
S -0.37650 -2.88931 -0.18549
O 0.33685 -0.11582 -0.21760
O -1.32103 -1.74932 0.44116
C 0.27211 -3.29346 1.50727
C 0.59137 -4.48059 2.03430
C 0.55921 -4.56097 3.54571
C 1.68227 -3.84351 4.26709
C 1.88916 -2.53605 4.10591
C 1.30737 -1.72219 3.03409
S 0.92843 -0.04705 3.38388
O 1.50861 0.69840 4.42751
O 1.16265 0.52916 1.97280
O -0.60952 0.02432 3.22484
H 0.69518 -5.37338 1.44313
H 0.48549 -5.59325 3.89654
H 2.22701 -4.40230 5.00649
H 2.64268 -2.03531 4.69231
C -4.47380 -1.68992 0.53002
N -4.77064 -0.69129 1.54396
C -6.13539 -0.81168 2.04258
C -3.84393 0.17742 1.96672
O -2.58163 -0.03842 1.63712
N -4.12067 1.24985 2.71272
C -5.41633 1.89196 2.88158
C -3.06808 1.91648 3.46141
H -5.09613 -1.50650 -0.34589
H -4.72151 -2.68279 0.90540
H -3.42406 -1.67677 0.23994
H -6.43516 -1.85414 1.94041
H -6.82977 -0.21392 1.45103
H -6.20669 -0.54680 3.09267
H -6.07240 1.67753 2.04715
H -5.26003 2.97112 2.91912
H -5.88733 1.59322 3.81927
H -2.11892 1.38081 3.36479
H -3.34965 1.94414 4.51612
H -2.93086 2.94241 3.11562
C -2.37668 -2.39348 3.29603
C -0.92096 -2.71959 3.40767
O -0.67033 -3.93378 3.93393
N 0.02041 -2.20016 2.43508
Te 1.87034 -1.22189 0.17781
C 3.69597 -0.04618 0.15203
C 4.00733 0.84445 -0.88538
C 2.97373 1.17729 -1.91200
C 5.27528 1.40173 -0.95495
C 6.25820 1.09416 -0.02213
C 7.62819 1.66076 -0.11229
C 5.92594 0.22578 1.01555
C 4.67098 -0.34874 1.12430
C 4.39642 -1.24219 2.29685
C 2.22331 -1.93449 -1.86565
C 1.46147 -1.71942 -3.03250
C 0.28493 -0.78350 -3.09395
C 1.78705 -2.39483 -4.20036
C 2.83364 -3.30427 -4.27173
C 3.13435 -4.06426 -5.51195
C 3.55598 -3.53295 -3.10539
C 3.26866 -2.88052 -1.91923
C 4.06802 -3.23269 -0.70628
H -2.91473 -3.08268 3.94626
H -2.73399 -2.54192 2.26493
H -2.59226 -1.37311 3.63039
H 1.99294 0.85431 -1.54653
H 3.21328 0.66821 -2.84445
H 2.96893 2.24510 -2.11498
H 5.50903 2.07631 -1.76399
H 7.70008 2.41522 -0.88862
H 8.33888 0.86656 -0.33833
H 7.92039 2.09453 0.84155
H 6.67958 -0.01482 1.75165
H 5.32666 -1.68936 2.64173
H 3.70428 -2.04956 2.03830
H 3.98721 -0.64769 3.11670
H -0.27718 -0.80198 -2.16091
H -0.37731 -1.08213 -3.90294
H 0.62363 0.23230 -3.29692
H 1.19235 -2.21629 -5.08315
H 2.71428 -3.58820 -6.39128
H 2.71410 -5.06732 -5.43544
H 4.20638 -4.17809 -5.64368
H 4.35491 -4.25600 -3.12108
H 4.46884 -4.23849 -0.80162
H 3.43846 -3.17687 0.19054
H 4.91101 -2.55712 -0.58632
C -4.25382 2.54634 -3.21022
C -4.68467 1.19380 -2.65164
C -3.52540 0.21936 -2.41393
C -2.59097 0.67084 -1.29092
N -1.63988 1.64977 -1.76079
C -0.84164 2.35721 -0.95794
S -0.94729 2.14311 0.76773
N -0.02776 3.24136 -1.49469
C 0.70539 4.29460 -0.81921
C 0.39911 5.63010 -1.49678
C -1.09361 5.97439 -1.52475
C -1.76588 5.89002 -0.15884
H -5.13274 3.10448 -3.52136
H -3.62626 2.41401 -4.08909
H -3.72817 3.14249 -2.46631
H -5.37151 0.72669 -3.35713
H -5.23010 1.34339 -1.71762
H -2.95286 0.09681 -3.33468
H -3.92855 -0.76209 -2.16236
H -2.02404 -0.19828 -0.86945
H -3.17908 1.12298 -0.48006
H -1.65751 1.83626 -2.75651
H -0.07941 3.37182 -2.50086
H 1.77700 4.08497 -0.87304
H 0.40495 4.31099 0.22612
H 0.78007 5.61263 -2.52115
H 0.94390 6.40470 -0.95749
H -1.61912 5.32394 -2.22977
H -1.18728 6.99202 -1.90153
H -1.86312 4.85836 0.17749
H -2.76025 6.32330 -0.21263
H -1.19844 6.44704 0.58151
```

Kohn-Sham gap (alpha / beta) (Eh): 0.20068 / 0.19867
Largest force on an atom (eV Å⁻¹): 6.73
E_tot (hartree): -3965.0370
Molar mass (g mol⁻¹): 1147.60
Multiplicity: 2
LUMO energy (alpha / beta) (Eh): -0.37466 / -0.37652
Total charge: +3

(2)
# C53H96N10O9

A cluster of 8 separate species, C53H96N10O9 in total at a distorted geometry (wB97M-V/def2-TZVPD, OMol25).

The geometry in XYZ format:
```
168
Properties=species:S:1:pos:R:3
C -21.12189 -29.95365 23.39427
C -19.88357 -29.51171 22.94449
C -19.73978 -28.16991 22.62563
C -20.75928 -27.24529 22.75048
C -21.99636 -27.68388 23.20877
C -22.17894 -29.04882 23.50127
C -23.11614 -26.76572 23.37565
O -24.15569 -27.13950 23.90602
C -23.01648 -25.42748 22.79424
C -24.15794 -24.63093 22.70450
C -24.10326 -23.38065 22.09816
C -22.85623 -22.91790 21.59939
C -21.72855 -23.69783 21.73417
C -21.79822 -24.95582 22.32676
C -20.55367 -25.79740 22.36033
O -19.46327 -25.36654 22.09664
H -21.31199 -30.99759 23.60277
H -19.06261 -30.19320 22.77548
H -18.76592 -27.86488 22.26148
H -23.18657 -29.26623 23.82919
H -25.10932 -24.98706 23.07142
H -25.03128 -22.83182 22.03230
H -22.83649 -22.02965 20.98327
H -20.85045 -23.39452 21.17881
C -27.06629 -29.88828 22.27804
O -27.58172 -29.73008 21.16751
N -25.76268 -29.64854 22.54200
N -27.72746 -30.45828 23.32788
H -25.12229 -29.33467 21.83464
H -25.32863 -29.86380 23.41952
H -27.26930 -30.56678 24.21660
H -28.46364 -31.07681 23.02953
C -31.49005 -28.76893 20.90266
O -32.60758 -29.26756 20.77344
N -31.34745 -27.64517 21.67956
N -30.35798 -29.12946 20.25497
H -30.43667 -27.26544 21.87368
H -32.01479 -27.57553 22.42966
H -29.42697 -28.81163 20.45988
H -30.53994 -29.97548 19.74637
C -24.22845 -31.17941 26.23356
O -24.95391 -30.80161 25.30632
N -24.58020 -31.05006 27.54578
N -22.97811 -31.61724 26.00755
H -24.08207 -31.61931 28.20133
H -25.24897 -30.33708 27.76834
H -22.85362 -31.94925 25.06215
H -22.28705 -31.93605 26.65947
C -31.62600 -31.59422 23.80103
C -32.02434 -31.08350 25.25401
C -32.64234 -29.65231 25.12686
C -34.06422 -29.72230 24.56470
C -34.93734 -30.64464 25.33834
C -34.37240 -32.07835 25.56560
N -32.97159 -31.96553 25.97652
O -32.40055 -33.25742 26.05736
C -35.15744 -32.76059 26.68221
C -34.63439 -32.85550 24.23970
C -30.71892 -31.00331 25.99447
H -30.74729 -31.08245 23.41030
H -32.41809 -31.45151 23.06384
H -31.40832 -32.66560 23.79718
H -32.57222 -29.23098 26.12799
H -32.03931 -29.16800 24.35794
H -34.08454 -30.03407 23.51656
H -34.44904 -28.69937 24.58684
H -35.97409 -30.71793 25.00270
H -35.10547 -30.30638 26.37192
H -34.99756 -33.83663 26.70873
H -34.91456 -32.30872 27.64803
H -36.23712 -32.58775 26.64684
H -35.10072 -32.30743 23.42670
H -33.72898 -33.33108 23.83968
H -35.14664 -33.79475 24.46578
H -30.10830 -30.24821 25.48673
H -30.12338 -31.90970 26.08825
H -30.78097 -30.56488 26.99651
H -32.18111 -33.49345 25.14104
C -23.29120 -36.38947 19.95933
C -23.31874 -35.20388 18.98330
C -24.77655 -35.21267 18.39844
C -25.09002 -33.92470 17.70278
C -24.95186 -32.77974 18.71995
C -23.50448 -32.61322 19.19996
N -23.05246 -33.94575 19.69215
O -21.69347 -33.88929 20.12694
C -22.65755 -32.11278 18.01399
C -23.45914 -31.72208 20.47097
C -22.34487 -35.50686 17.84361
H -24.05586 -36.36080 20.73862
H -22.36321 -36.37354 20.54332
H -23.30311 -37.35752 19.46127
H -24.90979 -36.10200 17.78244
H -25.37755 -35.32875 19.30334
H -26.16120 -33.89785 17.48166
H -24.47575 -33.72880 16.82666
H -25.68724 -32.92921 19.51233
H -25.19214 -31.84648 18.20292
H -22.51257 -32.76980 17.16099
H -22.88655 -31.06369 17.83405
H -21.62128 -32.11326 18.37903
H -22.46938 -31.61136 20.91367
H -23.99391 -30.77861 20.38432
H -23.96261 -32.36719 21.19733
H -22.46335 -36.54552 17.52674
H -21.28870 -35.45401 18.11514
H -22.51359 -34.85987 16.98326
H -21.81946 -34.08806 21.06043
C -31.82361 -33.81942 20.37921
C -30.99405 -34.22820 19.12104
C -30.75857 -32.98032 18.29100
C -29.64449 -32.06101 18.87837
C -28.35018 -32.81444 19.12429
C -28.55108 -34.10777 19.96092
N -29.71097 -34.87498 19.43332
O -29.88132 -36.05543 20.19671
C -27.36468 -35.05382 19.71031
C -28.68538 -33.86678 21.47330
C -31.83160 -35.23805 18.31494
H -31.71333 -32.75120 20.56623
H -32.86227 -34.14037 20.47524
H -31.44848 -34.32268 21.27756
H -30.40855 -33.17832 17.27382
H -31.68248 -32.41524 18.16227
H -29.35799 -31.25904 18.19559
H -29.96454 -31.64016 19.82864
H -27.78327 -32.24369 19.86937
H -27.64919 -33.01286 18.31584
H -27.23244 -35.56718 18.76090
H -27.49538 -35.84681 20.45253
H -26.42033 -34.58606 20.00826
H -28.78091 -34.79568 22.03498
H -29.52688 -33.28359 21.86172
H -27.82783 -33.26367 21.79023
H -31.89076 -36.23700 18.75551
H -32.86566 -34.89443 18.27181
H -31.47981 -35.46018 17.30445
H -30.04414 -36.72520 19.52534
C -25.41219 -26.95348 19.77085
C -24.50683 -27.11363 18.56226
C -25.35202 -26.64470 17.31843
C -24.62634 -26.19278 16.01773
C -23.65024 -25.13764 16.46921
C -22.66674 -25.63850 17.49986
N -23.34156 -26.19093 18.67164
O -22.41493 -26.56176 19.63978
C -21.60268 -26.61619 16.91061
C -21.86252 -24.35443 17.88946
C -24.16531 -28.57263 18.30446
H -26.30543 -27.56180 19.61015
H -24.87358 -27.41246 20.60865
H -25.76812 -25.96854 20.06690
H -26.00558 -27.43049 16.92372
H -26.05521 -25.85820 17.60316
H -24.07737 -27.00462 15.53845
H -25.38262 -25.70745 15.40243
H -24.23125 -24.29558 16.84954
H -23.00780 -24.84925 15.63134
H -21.84010 -27.65285 17.14231
H -20.57382 -26.37924 17.17452
H -21.63053 -26.48693 15.82373
H -21.25878 -24.60467 18.76257
H -22.54160 -23.61002 18.32539
H -21.43110 -23.87894 17.01380
H -23.31990 -28.90285 18.91403
H -24.98163 -29.09566 18.81137
H -24.10263 -28.71333 17.23029
H -22.49176 -25.94970 20.37777
```

Kohn-Sham gap (Eh): 0.25078
Largest force on an atom (eV Å⁻¹): 2.65
E_tot (hartree): -3301.6879
SMILES: O=C1c2ccccc2C(=O)c2ccccc21.CC1(C)CCCC(C)(C)N1O.CC1(C)CCCC(C)(C)N1O.CC1(C)CCCC(C)(C)N1O.CC1(C)CCCC(C)(C)N1O.NC(N)=O.NC(N)=O.NC(N)=O
Molar mass (g mol⁻¹): 1017.41
LUMO energy (Eh): -0.04631
Total charge: 0

(3)
# C2H3F2I

The molecule C2H3F2I at a distorted geometry (wB97M-V/def2-TZVPD, OMol25).

The geometry in XYZ format:
```
8
Properties=species:S:1:pos:R:3
C 0.78979 0.08433 -0.29878
C -0.68276 -0.05397 0.18322
F 1.57228 -0.99153 0.07239
F -1.31849 -0.65434 -0.82364
I -0.98781 -0.83585 2.10673
H 1.18017 1.12473 0.01985
H 0.59871 0.25328 -1.38155
H -1.15189 1.07335 0.12177
```

Kohn-Sham gap (Eh): 0.37744
Largest force on an atom (eV Å⁻¹): 4.55
E_tot (hartree): -575.3865
Relative energy (zero: lowest compared OMol25 entry of this formula, charge and spin) (kcal/mol): 25.2
SMILES: FC[C@@H](F)I
Molar mass (g mol⁻¹): 191.95
LUMO energy (Eh): 0.01529
Total charge: 0

(4)
# C4H9NO2

The molecule C4H9NO2 (wB97M-V/def2-TZVPD, OMol25).

The geometry in XYZ format:
```
16
Properties=species:S:1:pos:R:3
C -0.76224 -1.54774 0.64055
C -0.15143 -0.17219 0.39761
C 1.36923 -0.18035 0.54431
O 1.91531 1.10424 0.37855
N -0.53180 0.35648 -0.90359
C -0.98007 1.62782 -1.11683
O -1.31820 2.08591 -2.18739
H -1.85411 -1.49869 0.59654
H -0.47924 -1.93396 1.62637
H -0.41304 -2.26851 -0.10958
H -0.52432 0.52638 1.15377
H 1.64337 -0.49764 1.55287
H 1.81179 -0.90993 -0.15250
H 1.76192 1.35973 -0.53954
H -0.51506 -0.27461 -1.69536
H -0.97211 2.22307 -0.18578
```

Kohn-Sham gap (Eh): 0.39480
Largest force on an atom (eV Å⁻¹): 0.42
E_tot (hartree): -363.0527
Relative energy (zero: lowest compared OMol25 entry of this formula, charge and spin) (kcal/mol): 20.6
SMILES: C[C@@H](CO)NC=O
Molar mass (g mol⁻¹): 103.12
LUMO energy (Eh): 0.03028
Total charge: 0

(5)
# C4H9N2

The ion C4H9N2 with charge +1 at a distorted geometry (wB97M-V/def2-TZVPD, OMol25).

The geometry in XYZ format:
```
15
Properties=species:S:1:pos:R:3
C -2.39050 0.21672 -0.23571
C -1.16027 0.61987 0.46801
C -0.28843 -0.18903 -0.40333
C 2.11570 0.23836 0.03299
N -1.44610 -0.79214 0.22769
N 0.98348 -0.70468 0.14981
H -3.31995 0.23173 0.31404
H -2.47894 0.39446 -1.30027
H -0.98704 1.10208 1.40662
H -0.24612 -0.02306 -1.47649
H 2.31744 0.44693 -1.01609
H 1.87259 1.17244 0.53565
H 3.00905 -0.18707 0.48553
H 0.80627 -0.93900 1.13779
H 1.21280 -1.58763 -0.32624
```

Kohn-Sham gap (Eh): 0.42173
Largest force on an atom (eV Å⁻¹): 1.43
E_tot (hartree): -266.9835
Relative energy (zero: lowest compared OMol25 entry of this formula, charge and spin) (kcal/mol): 72.7
SMILES: C[NH2+][C@@H]1[C@H]2CN21
Molar mass (g mol⁻¹): 85.13
LUMO energy (Eh): -0.12490
Total charge: +1

(6)
# C5H8N2O

The molecule C5H8N2O at a distorted geometry (wB97M-V/def2-TZVPD, OMol25).

The geometry in XYZ format:
```
16
Properties=species:S:1:pos:R:3
C -0.49830 2.18400 -0.22776
C 1.95473 -0.53842 0.23896
C -0.55522 -0.83992 0.00021
C 0.56976 0.01627 0.18176
N -0.51203 -2.21641 -0.31497
N 0.30513 1.25052 0.51400
C -1.63831 -0.15931 0.47196
O -2.71284 0.09526 0.84821
H -0.41968 -2.39993 -1.30660
H -1.26942 -2.75327 0.08618
H -1.04894 1.72345 -1.06292
H 0.12843 2.99359 -0.61439
H -1.23294 2.63636 0.44403
H 2.54606 0.04159 0.94609
H 1.96050 -1.58510 0.53959
H 2.42308 -0.44867 -0.74436
```

Kohn-Sham gap (Eh): 0.31343
Largest force on an atom (eV Å⁻¹): 1.99
E_tot (hartree): -379.9779
Relative energy (zero: lowest compared OMol25 entry of this formula, charge and spin) (kcal/mol): 69.2
SMILES: C/N=C(/C)C(N)=C=O
Molar mass (g mol⁻¹): 112.13
LUMO energy (Eh): 0.02407
Total charge: 0

What is the E_tot in the third record?
-575.3865 hartree

Among the records above, which one has the highest molar mass?
C40H61N5O8S3TeW